1.
65
Properties=species:S:1:pos:R:3:forces:R:3 method="wB97M-V/def2-TZVPD" charge=0 fmax_ev_per_a=2.048 de_lowest_kcal_mol=0.00 lumo_ev="-1.3646 / -1.7302" spin_multiplicity=4 molar_mass_g_mol=431.4
Co -30.17020 -9.97546 -19.01448 1.27 0.31 1.58
C -28.01893 -10.73838 -18.23670 0.01 0.18 -0.59
O -26.86848 -11.11775 -17.99785 -0.26 -0.24 0.26
O -28.92438 -11.49532 -18.84517 -0.38 0.20 -0.21
O -28.47357 -9.53678 -18.00899 -0.26 -0.27 -0.18
C -32.56887 -6.57491 -19.07070 -0.35 -0.15 0.10
C -31.21160 -6.99445 -19.57639 0.00 0.34 0.11
O -30.56874 -7.92579 -18.67853 -0.58 -0.10 -0.77
H -33.05236 -5.89558 -19.77372 0.11 0.06 0.01
H -32.49337 -6.07141 -18.10527 0.05 0.07 -0.04
H -33.24106 -7.42776 -18.94553 0.11 -0.04 -0.03
H -30.57127 -6.12095 -19.70364 0.11 -0.08 0.00
H -31.27416 -7.49875 -20.53848 -0.01 -0.06 0.00
H -30.33084 -7.50098 -17.84504 0.30 -0.14 0.01
C -27.00370 -7.76651 -13.70227 -0.40 0.32 -0.18
C -27.27476 -8.63518 -14.90960 0.66 -0.72 0.18
O -27.91629 -7.86058 -15.89870 -0.48 0.04 0.05
H -26.45030 -8.29108 -12.92755 0.04 -0.08 0.00
H -27.95428 -7.41224 -13.29010 0.09 -0.07 0.08
H -26.45034 -6.87785 -14.00998 0.12 -0.08 0.03
H -27.85481 -9.53026 -14.62029 -0.25 0.32 0.00
H -26.33632 -9.06670 -15.29404 -0.03 0.32 -0.05
H -28.10939 -8.44993 -16.64543 0.27 0.01 -0.12
C -27.10552 -14.77436 -14.52706 0.26 -0.10 0.54
C -27.46115 -13.62427 -15.43023 0.13 0.04 -0.47
O -26.27060 -12.91785 -15.75535 -0.14 -0.05 0.26
H -27.99271 -15.32959 -14.21719 0.00 -0.03 -0.11
H -26.62424 -14.40054 -13.61733 -0.11 0.08 -0.06
H -26.38303 -15.45711 -14.97416 -0.15 0.00 -0.24
H -28.19032 -12.97790 -14.92465 0.13 0.06 0.01
H -27.93424 -13.98018 -16.35763 -0.02 -0.08 0.11
H -26.44165 -12.35967 -16.52474 -0.05 0.09 -0.04
C -30.42018 -11.32245 -15.32386 -0.24 0.12 0.13
C -31.27982 -11.51264 -16.55784 0.32 0.26 0.76
O -31.32470 -10.28455 -17.33400 -0.31 -0.34 -0.32
H -30.43207 -12.24149 -14.73591 0.18 -0.05 -0.11
H -30.80629 -10.54257 -14.66016 -0.05 0.06 -0.17
H -29.40255 -11.05453 -15.60274 0.04 -0.11 0.04
H -32.30281 -11.76057 -16.27686 -0.01 -0.22 -0.21
H -30.82745 -12.27163 -17.18823 -0.23 0.01 -0.23
H -31.86413 -9.63433 -16.87570 0.04 0.11 -0.06
C -23.97856 -10.15383 -20.60703 0.44 -0.02 -0.05
O -25.37918 -10.26195 -20.73122 -0.20 0.25 -0.05
H -23.53196 -11.08357 -20.23830 -0.05 0.01 -0.01
H -23.57066 -9.95246 -21.59885 -0.11 -0.07 -0.03
H -23.66035 -9.33842 -19.95017 -0.17 -0.04 0.07
H -25.74073 -10.47786 -19.86603 0.07 -0.03 0.04
C -30.62743 -14.24325 -19.73789 0.12 0.27 0.27
O -29.22498 -14.14134 -19.70034 -0.22 -0.16 0.10
H -30.89130 -15.13337 -20.30199 -0.06 -0.02 -0.06
H -31.05720 -14.32924 -18.72741 -0.05 -0.09 -0.10
H -31.08370 -13.36246 -20.21719 -0.05 -0.14 -0.08
H -29.01664 -13.30321 -19.26156 0.31 0.06 -0.20
C -23.52332 -10.81741 -16.69291 -0.04 -0.31 0.12
O -24.41702 -9.92883 -17.33442 0.17 0.13 0.15
H -22.70613 -10.26074 -16.23375 -0.06 0.20 -0.15
H -24.01428 -11.37779 -15.88858 0.00 -0.04 -0.10
H -23.08843 -11.53090 -17.40348 -0.01 -0.01 0.05
H -25.24806 -10.39644 -17.49454 -0.04 0.15 0.00
C -25.51145 -14.34812 -18.84814 -0.39 -0.29 -0.33
O -25.80509 -13.20227 -19.61964 0.14 0.01 -0.09
H -24.51784 -14.30508 -18.39456 -0.06 0.07 0.17
H -26.28383 -14.53602 -18.09581 0.19 0.08 0.18
H -25.54436 -15.21226 -19.51861 0.12 0.10 -0.01
H -26.19161 -12.51961 -19.05475 0.03 -0.12 0.05

2.
87
Properties=species:S:1:pos:R:3:forces:R:3 method="wB97M-V/def2-TZVPD" charge=-3 fmax_ev_per_a=4.331 lumo_ev="5.3134 / 4.6344" spin_multiplicity=6 molar_mass_g_mol=914.4
Fe -2.08909 -0.67644 2.18419 -0.51 -0.18 0.42
O -1.53622 -0.97621 -3.55182 0.63 0.23 -0.52
V -0.71406 -1.82624 -2.50429 -1.73 -2.38 1.51
O -0.36929 -3.24137 -3.19411 0.24 1.22 -0.02
O 2.55647 3.59780 2.04036 0.22 -0.15 -0.16
V 1.17245 3.00290 1.50795 -2.53 0.99 1.10
O 0.31851 4.25542 0.98729 0.79 -0.61 0.49
S -3.05468 -2.91655 -0.13726 0.27 -0.44 0.72
O -2.23055 -2.42498 -1.34325 0.99 0.59 -0.44
O -4.40177 -2.43845 -0.29674 -0.03 0.23 -0.05
O -2.95781 -4.37321 -0.04223 0.39 0.64 -0.20
O -2.38202 -2.29399 1.08610 -0.15 -1.00 -0.83
S -0.70306 0.36954 0.17494 -0.31 -0.92 2.11
O -0.44304 -0.09776 -1.21134 0.07 0.80 0.00
O 0.02494 1.61649 0.43782 -0.19 -0.37 -1.17
O -2.13889 0.49946 0.50693 0.70 0.89 -1.84
O -0.22701 -0.67998 1.16219 1.19 0.38 -1.22
S -5.39695 -0.02246 2.97822 3.68 -1.53 0.39
O -6.26124 -0.21951 1.81647 -0.44 0.27 -0.46
O -5.85163 -0.89947 4.06196 -0.12 0.17 -0.10
O -3.93598 -0.32731 2.65241 -4.14 0.75 1.01
O -5.55623 1.37725 3.39072 -0.29 0.31 -0.19
S -0.99443 2.00685 4.02069 0.34 -0.82 0.24
O -0.46886 1.74304 5.36945 -0.05 0.05 -0.78
O 0.13251 2.65317 3.20525 0.75 -0.07 -0.71
O -1.29459 0.66765 3.34895 0.60 1.19 0.85
O -2.12962 2.89355 4.00223 -0.20 -0.06 -0.12
C 2.62864 4.21378 -0.94673 0.41 0.21 -0.64
O 1.98370 3.02960 -0.57102 0.89 -0.66 0.27
H 3.14454 4.62300 -0.08733 -0.19 0.10 0.23
H 3.38965 4.02477 -1.72223 -0.14 -0.09 0.04
H 1.90283 4.91873 -1.35995 0.19 0.23 0.41
H 1.64150 2.56844 -1.35861 -0.66 0.00 0.15
C 1.55877 -0.60566 -4.35016 -0.08 0.18 0.38
O 1.43638 -1.10250 -3.01316 -0.15 -0.21 -0.29
H 0.89524 0.24712 -4.45523 -0.08 -0.01 -0.25
H 2.57972 -0.26971 -4.53792 0.08 -0.19 -0.09
H 1.26928 -1.42402 -4.99961 0.00 0.03 -0.20
H 2.06809 -0.65472 -2.44442 -0.40 0.13 0.35
C -4.13939 2.18376 -1.59267 0.39 0.07 0.07
O -4.35482 0.83616 -1.29251 0.45 -0.07 -0.06
H -5.04843 2.74969 -1.37650 -0.02 0.09 -0.11
H -3.32635 2.59340 -0.97602 -0.15 0.12 -0.04
H -3.85508 2.31907 -2.65285 -0.17 0.12 0.08
H -3.51613 0.52092 -0.90494 -0.63 -0.31 0.09
C 0.02245 -4.15640 2.87472 0.16 1.01 1.10
O -1.19307 -4.82596 3.12159 0.26 -0.59 -0.13
H 0.73128 -4.82488 2.39161 -0.21 -0.07 -0.27
H -0.10503 -3.20939 2.32856 -0.20 -0.43 -0.35
H 0.49835 -3.82445 3.81960 -0.05 -0.30 -0.13
H -1.64708 -4.43233 3.86737 -0.05 0.33 -0.12
C 0.35372 4.19941 -3.64469 0.71 -0.21 -0.16
C -0.45285 3.00062 -3.20365 0.15 -0.33 -0.46
C -1.21888 2.37901 -4.38835 0.32 0.71 -0.25
O 0.51131 2.04898 -2.71495 -0.63 -0.30 0.06
H 1.13041 3.86170 -4.34860 -0.29 -0.05 -0.12
H 0.93377 4.61037 -2.81636 -0.55 0.22 -0.13
H -0.26042 4.94146 -4.15009 -0.02 0.18 0.20
H -1.12788 3.25463 -2.38228 -0.04 0.10 -0.05
H -2.10448 1.82700 -4.09304 0.12 -0.31 0.04
H -0.51545 1.76147 -4.94933 -0.15 -0.31 0.17
H -1.51238 3.14538 -5.12106 -0.19 0.08 0.36
H -0.02531 1.31169 -2.33679 0.55 0.06 0.15
C 2.44206 -1.14735 3.38267 0.01 -0.13 0.67
C 2.59280 0.35813 3.25276 -1.01 0.16 -0.52
C 4.03939 0.74974 3.12884 0.65 0.35 -0.38
O 1.84803 0.81044 2.10009 1.17 0.00 -0.24
H 1.41018 -1.45408 3.55504 -0.12 0.19 -0.30
H 2.98600 -1.50324 4.26903 0.13 0.08 -0.21
H 2.84997 -1.64797 2.49818 -0.07 -0.01 0.02
H 2.13506 0.87570 4.10354 0.01 -0.14 0.00
H 4.51625 0.69471 4.11202 0.13 -0.20 -0.11
H 4.17814 1.76687 2.75519 -0.40 0.07 0.19
H 4.56040 0.11599 2.39599 -0.03 -0.16 0.29
H 1.41670 0.08344 1.61642 -0.34 0.01 0.50
C 1.30862 -4.80756 -0.53259 -0.04 0.24 -0.11
C 1.58125 -3.35567 -0.17156 1.00 -0.38 -0.24
C 2.92955 -2.87453 -0.74862 0.06 0.42 0.03
O 0.50222 -2.53818 -0.60246 0.56 -0.15 1.01
H 0.35412 -5.10455 -0.09850 0.01 -0.13 0.02
H 2.12865 -5.42896 -0.15817 -0.13 -0.12 -0.02
H 1.22498 -4.90274 -1.61671 0.01 -0.04 -0.01
H 1.73063 -3.31250 0.91732 -0.53 0.28 -0.10
H 2.86213 -2.71986 -1.82992 0.00 -0.15 0.11
H 3.75346 -3.56507 -0.53467 -0.31 -0.28 -0.10
H 3.27493 -1.94015 -0.27865 -0.44 0.03 -0.15
H 0.03004 -2.26188 0.21925 -0.11 0.35 -0.65

3.
63
Properties=species:S:1:pos:R:3:forces:R:3 method="wB97M-V/def2-TZVPD" charge=+1 fmax_ev_per_a=3.268 de_lowest_kcal_mol=7.23 lumo_ev=-2.0189 molar_mass_g_mol=346.5
O 0.43113 -0.21989 0.64644 -0.83 0.19 0.43
H -0.07471 -1.07136 0.51456 0.41 0.27 -0.30
H 0.85152 0.20978 -0.19619 0.27 0.09 -0.60
H -0.28304 0.41406 0.98310 0.38 -0.19 0.70
C -2.29377 -0.08178 -1.26494 0.23 -1.09 0.59
O -1.26651 -0.74967 -1.44096 -0.55 0.61 0.06
N -2.73832 0.81952 -2.17305 0.72 0.09 -0.80
N -3.06256 -0.19964 -0.14756 -0.29 0.44 -0.15
H -2.26504 0.70709 -3.05719 -0.26 0.28 -0.04
H -3.64078 1.25535 -2.16823 -0.13 -0.09 0.11
H -2.82451 -0.81271 0.60995 0.34 -0.10 -0.10
H -3.90738 0.33886 -0.09181 -0.08 -0.08 0.19
C -0.44991 -3.43832 3.70823 2.35 -0.48 0.37
C -0.03498 -2.79688 2.38153 -1.08 0.39 0.10
C 0.65575 -3.70804 1.40326 0.15 0.08 -1.03
O 1.01690 -3.01957 0.18169 -0.75 0.04 0.20
C 0.28345 -3.50161 -0.93207 -0.36 -0.76 -0.46
N -1.28721 -2.22549 1.75919 0.16 -0.28 0.04
H -0.66891 -2.64890 4.42664 -0.88 -0.17 -0.09
H 0.43343 -3.88645 4.18790 0.13 0.05 -0.20
H -1.11154 -4.29974 3.64482 -0.64 0.49 -0.16
H 0.58369 -1.91957 2.58455 0.24 -0.20 0.10
H -0.05574 -4.49011 1.12198 0.23 -0.35 0.26
H 1.59988 -4.12335 1.74987 -0.23 -0.17 0.52
H 0.38989 -4.57966 -1.10322 0.59 -0.03 0.23
H 0.62079 -3.00569 -1.83739 -0.06 0.22 0.13
H -0.80314 -3.40570 -0.83557 0.05 0.63 0.11
H -1.90303 -2.15838 2.56347 -0.28 0.46 -0.17
H -1.75546 -2.92044 1.17783 0.29 -0.13 -0.01
C -2.33606 3.32987 3.06577 -1.35 0.95 -0.18
C -1.99827 2.40480 1.89169 -0.58 0.94 1.44
C -1.41711 3.07279 0.65469 -2.04 -1.11 -2.30
O -2.30830 4.06516 0.10159 0.52 0.40 1.36
C -1.77065 4.77317 -0.98949 -0.53 1.11 0.25
N -1.04320 1.39349 2.38455 0.34 0.39 -0.93
H -3.24200 3.94174 2.94614 0.28 0.14 -0.94
H -1.55964 4.05922 3.29760 0.24 -0.39 0.39
H -2.74403 2.76440 3.90956 1.02 -0.31 0.28
H -2.95063 1.91777 1.67618 0.24 -0.19 -0.54
H -1.60297 2.36454 -0.16729 1.24 -0.93 0.34
H -0.34897 3.30335 0.67549 -0.09 0.60 0.39
H -2.51864 5.52658 -1.24477 -0.11 -0.14 -0.05
H -1.60042 4.19762 -1.90323 0.30 -0.39 0.23
H -0.91114 5.37051 -0.67303 0.38 -0.35 -0.22
H -0.24106 1.95022 2.68212 0.13 -0.34 0.16
H -1.43160 1.01710 3.24094 0.08 -0.27 -0.02
C 3.86725 0.27465 -0.66491 1.52 0.68 -1.03
C 2.89243 0.40199 -1.83009 -0.36 0.65 0.82
C 2.57913 -0.93792 -2.47657 -0.17 0.14 -0.35
O 3.64266 -1.42246 -3.26810 -0.32 -0.51 -0.01
C 3.92437 -0.65642 -4.42871 -0.05 0.21 0.44
N 1.65658 1.08769 -1.33096 -0.21 -0.58 -0.04
H 4.86122 0.22935 -1.12727 -0.01 -0.67 0.08
H 3.74591 -0.58778 -0.01571 -0.30 0.03 -0.02
H 4.02696 1.19834 -0.10027 -0.74 -0.02 0.23
H 3.23895 1.12339 -2.57613 0.66 -0.48 -0.05
H 1.65341 -0.84298 -3.05928 0.00 0.05 -0.26
H 2.36839 -1.68921 -1.71563 0.23 -0.01 0.11
H 4.38368 0.26482 -4.06336 0.13 0.19 -0.72
H 3.03974 -0.45045 -5.04125 -0.20 0.12 0.28
H 4.59717 -1.20754 -5.08105 0.22 -0.09 0.34
H 1.08923 1.29720 -2.15151 -0.23 -0.05 0.23
H 2.01772 1.98329 -1.01453 -0.37 0.06 0.23

4.
83
Properties=species:S:1:pos:R:3:forces:R:3 method="wB97M-V/def2-TZVPD" charge=-2 fmax_ev_per_a=8.398 lumo_ev="3.9065 / 3.8985" spin_multiplicity=9 molar_mass_g_mol=897.1
Fe 2.02212 1.83593 1.46985 -1.27 0.31 2.25
Pd 0.21542 -0.74724 2.65136 -1.04 -0.07 3.34
Pd -1.17104 2.13630 1.64711 -2.59 2.94 2.56
O 0.61094 2.84665 2.58990 1.89 0.69 0.94
H 0.83663 3.07432 3.51281 -0.15 -0.42 -0.73
O -1.45302 0.53274 3.12462 -0.05 -0.65 0.89
H -2.18622 0.22948 3.69469 0.63 0.20 -0.61
P 3.59682 0.48780 2.97421 5.32 -3.61 5.41
O 3.78036 1.94819 2.37177 -1.49 -0.08 -1.48
O 2.16810 0.11600 2.47670 0.50 0.90 -1.75
O 3.60957 0.40486 4.48999 -1.25 1.69 -0.06
O 4.76720 -0.52860 2.66611 -2.01 1.85 -2.06
P -0.41323 -0.00951 -0.02671 0.09 2.24 2.95
O 0.18127 0.16711 -1.44658 -0.51 -0.73 1.54
O -0.23359 -1.34625 0.80078 -1.59 -1.12 -4.22
O -1.75592 0.73638 0.24315 -0.76 -3.17 -3.72
O 0.34171 0.85064 1.03184 4.30 -0.12 -2.61
C -2.98240 2.53866 -2.45210 0.40 -0.55 -0.01
C -1.63011 2.23495 -3.28816 -1.22 1.58 1.08
O -0.42896 2.42679 -2.51345 -1.07 0.79 -0.59
O -3.36542 1.39367 -1.72188 -0.40 0.31 -1.30
H -3.88457 2.82503 -2.99265 0.27 -0.32 -1.14
H -2.96033 3.38415 -1.76453 1.07 0.26 0.18
H -1.47198 2.93442 -4.10903 -0.51 -0.15 -0.29
H -1.75923 1.20828 -3.63076 0.33 -0.02 -0.10
H -0.26411 1.59729 -2.05919 0.40 -1.12 0.44
H -2.58140 1.08564 -1.26142 0.28 -0.25 1.12
C -1.26178 -1.94227 -3.24109 0.65 -2.09 1.04
C 0.17477 -2.20124 -3.80981 -2.03 1.64 0.71
O 0.90232 -1.01180 -3.66027 1.07 -0.03 -1.85
O -2.02241 -3.20488 -3.18831 0.16 1.38 -0.82
H -1.79637 -1.18641 -3.81639 -0.11 -0.43 -0.29
H -1.16856 -1.53781 -2.23321 -0.13 -0.16 0.01
H -0.05895 -2.38628 -4.85825 0.86 -0.34 -0.25
H 0.70793 -3.00632 -3.30415 -0.32 -0.43 -0.12
H 0.65690 -0.48312 -2.89746 -0.43 -0.30 0.75
H -1.50800 -3.85434 -2.70334 0.13 0.23 0.28
C 0.94502 -3.73579 3.51957 -0.26 1.12 -1.66
C -0.56529 -3.60555 3.28949 0.89 -1.91 -1.18
O -0.99304 -2.34354 3.68401 -0.47 0.03 1.39
O 1.59999 -2.68567 2.78782 -0.24 0.22 1.67
H 1.36290 -4.60799 3.01684 -0.45 -0.77 0.79
H 1.15755 -3.65328 4.58546 0.30 -0.03 -0.12
H -1.02973 -4.48433 3.73685 -0.50 0.28 0.92
H -0.85905 -3.72489 2.24663 0.55 -0.02 -0.46
H -1.93926 -2.38317 3.84116 -0.11 0.50 -0.19
H 1.65034 -3.01608 1.88788 0.49 -0.01 -1.10
C 2.94389 2.63916 -1.20890 -0.15 -0.21 -0.41
C 2.21608 3.90611 -0.81237 -0.75 0.66 -0.24
O 1.97840 3.97518 0.58261 0.63 -0.54 -0.23
O 2.42810 1.46117 -0.56050 1.78 1.64 0.90
H 3.99427 2.80378 -0.96866 0.03 -0.73 0.34
H 2.86892 2.45389 -2.28042 -0.01 0.35 -0.11
H 1.24187 4.00189 -1.29179 0.09 -0.21 -0.41
H 2.79818 4.80438 -1.01824 0.34 -0.20 -0.83
H 1.94013 4.91459 0.77665 -0.23 -0.32 0.78
H 1.66132 1.06157 -0.97759 -0.95 -0.40 -0.78
C -4.42646 -1.30608 0.09829 1.72 1.70 0.11
C -3.61760 -2.42503 0.83029 -0.56 -0.04 -0.96
O -2.42212 -2.83782 0.17116 -0.98 -0.43 0.03
O -4.20173 -0.00882 0.73404 -2.21 -1.75 0.34
H -5.48782 -1.47786 -0.08090 -0.16 -0.10 0.80
H -4.04536 -1.13019 -0.90766 0.31 -0.75 -0.33
H -4.19573 -3.34650 0.89934 -0.27 -0.06 -0.05
H -3.47433 -2.07243 1.85168 0.36 0.18 0.12
H -1.69101 -2.22843 0.29655 0.35 0.48 0.55
H -3.28498 0.22132 0.56605 0.78 0.29 -0.06
C 3.51671 -1.71699 -0.21839 0.75 -1.04 1.62
C 2.50707 -2.84392 -0.73595 0.64 2.00 0.22
O 1.45323 -3.18376 0.13174 1.04 -2.19 1.31
O 4.46586 -2.22524 0.82902 -2.01 -1.70 -4.07
H 3.04018 -0.82059 0.17845 -0.46 -0.26 0.14
H 4.11678 -1.34561 -1.04911 0.05 -0.29 -0.42
H 3.18153 -3.66421 -0.98161 -0.51 -0.53 0.27
H 1.89931 -2.57036 -1.59844 1.15 0.64 -0.85
H 0.82037 -2.47025 0.24121 -0.43 0.89 -0.18
H 4.50082 -1.61000 1.56513 0.13 1.71 1.54
C -1.16818 4.93000 -0.25478 1.61 0.48 -1.61
O -0.96769 3.54750 -0.03351 -0.80 1.79 0.70
H -0.29999 5.25475 -0.82826 0.55 0.34 -0.23
H -1.93451 5.19378 -0.98366 -0.87 -0.33 0.45
H -1.13098 5.64808 0.56441 -0.57 -0.97 0.71
H -0.76817 3.15799 -0.88795 0.00 -0.36 -0.70